## 1
A molecular structure, C36H56AsClHfN7O3S. Source: the Open Molecules 2025 dataset; level of theory: ωB97M-V with the def2-TZVPD basis set.

Computed properties:
HOMO, eV: -9.905
Frontier orbital gap, eV: 6.499
LUMO level, eV: -3.406

ORCA input file:
```
! wB97M-V def2-TZVPD RIJCOSX def2/J DEFGRID3
* xyz 1 1
Hf -0.3812 -0.0946 0.9286
N -0.5604 2.5912 -2.8466
C -0.6708 1.8445 -1.7379
S 0.7928 1.3392 -0.9666
N -1.9282 1.5976 -1.3934
N -2.0808 0.7743 -0.3283
C -3.2927 0.5411 -0.0184
C -3.6097 -0.2552 1.1620
C -4.9207 -0.4243 1.5593
C -5.1825 -1.0685 2.7552
C -4.1188 -1.5253 3.5139
C -2.8438 -1.3595 3.0189
N -2.5797 -0.7554 1.8575
H 0.3402 2.7904 -3.2323
H -1.3946 2.8882 -3.3239
H -4.0804 0.9816 -0.6138
H -5.7186 -0.0355 0.9345
H -6.2022 -1.2083 3.0949
H -4.2685 -2.0039 4.4741
H -2.0022 -1.7448 3.5755
N 0.3785 -1.6500 2.7208
C 1.8112 -1.5318 3.1104
C 2.1711 -0.0714 3.1263
N 1.7869 0.5237 1.8231
H -0.1635 -1.3092 3.5030
H 0.1365 -2.6185 2.5597
H 2.4158 -2.0708 2.3906
H 1.9944 -1.9595 4.0950
H 3.2342 0.0547 3.3236
H 1.6186 0.4478 3.9062
H 2.4712 0.2655 1.1291
H 1.8155 1.5339 1.8909
C 2.6739 -5.5648 1.4639
C 2.5761 -4.1894 0.8424
C 3.7342 -3.4801 0.5036
C 3.6562 -2.2376 -0.1109
C 4.9140 -1.4787 -0.4828
C 2.3914 -1.6965 -0.3758
C 1.2169 -2.3519 -0.0153
C 1.3411 -3.6071 0.5922
N -0.0720 -1.7589 -0.2749
C -0.9047 -2.5317 -1.3202
C -1.4258 -1.5591 -2.3820
C -2.0767 -3.2398 -0.6580
C -0.0810 -3.5619 -2.1034
H 3.4143 -5.5853 2.2679
H 2.9850 -6.3006 0.7179
H 1.7138 -5.8915 1.8717
H 4.7119 -3.9193 0.7080
H 5.6062 -2.1115 -1.0423
H 5.4450 -1.1388 0.4116
H 4.6861 -0.6024 -1.0927
H 2.3112 -0.7781 -0.9453
H 0.4360 -4.1510 0.8675
H -2.2181 -0.9145 -2.0109
H -1.8433 -2.1265 -3.2200
H -0.6078 -0.9460 -2.7565
H -2.6529 -2.5509 -0.0423
H -1.7317 -4.0614 -0.0181
H -2.7458 -3.6587 -1.4166
H 0.7243 -3.0644 -2.6581
H -0.7455 -4.0452 -2.8242
H 0.3628 -4.3428 -1.4891
C 1.0830 1.1491 -6.0272
C 1.9963 -0.0609 -5.8240
As 2.2789 -0.4115 -3.9142
C 3.4727 -1.9768 -4.0201
C 4.1017 -2.2984 -5.3784
C 3.5954 1.0085 -3.5629
C 4.9401 0.9210 -4.2890
H 0.9177 1.3452 -7.0889
H 1.5193 2.0573 -5.5973
H 0.1075 0.9906 -5.5604
H 2.9482 0.0802 -6.3365
H 1.5345 -0.9546 -6.2438
H 2.8792 -2.8243 -3.6754
H 4.2458 -1.8259 -3.2613
H 3.3422 -2.5069 -6.1341
H 4.7360 -3.1848 -5.3009
H 4.7235 -1.4817 -5.7502
H 3.7437 1.0324 -2.4833
H 3.0926 1.9468 -3.8082
H 5.4623 -0.0129 -4.0621
H 5.5971 1.7428 -3.9888
H 4.8205 0.9802 -5.3743
C 0.0203 1.2481 7.0986
C 0.9806 1.7266 6.0399
C 2.3322 1.4214 6.0974
C 3.2046 1.8352 5.0994
Cl 4.8842 1.3888 5.1870
C 2.7480 2.5793 4.0338
C 1.3946 2.8987 3.9589
C 0.5245 2.4747 4.9531
O -0.8186 2.7347 4.9120
C -1.3149 3.0039 3.6180
C -0.9145 1.8994 2.6747
O -0.7196 2.1330 1.4514
O -0.7398 0.7227 3.1178
H 0.4695 0.4581 7.7006
H -0.8982 0.8760 6.6435
H -0.2673 2.0652 7.7648
H 2.7148 0.8413 6.9318
H 3.4374 2.9177 3.2685
H 1.0411 3.4884 3.1197
H -0.9785 3.9589 3.2239
H -2.4016 3.0257 3.6822
*
```

Results of the Mulliken charge analysis, in e, for atoms 1 through 5: 0.287, -0.302, 0.534, -0.286, -1.733



## 2
A molecular structure, C36H56AsClHfN7O3S. Source: the Open Molecules 2025 dataset; level of theory: ωB97M-V with the def2-TZVPD basis set.

Computed properties:
HOMO, eV: -9.939
Frontier orbital gap, eV: 6.821
LUMO level, eV: -3.118

ORCA input file:
```
! wB97M-V def2-TZVPD RIJCOSX def2/J DEFGRID3
* xyz 1 1
Hf -0.1443 -0.2431 0.6702
N -3.6110 -0.5575 3.3373
C -2.3236 -0.2908 3.0348
S -1.2631 -1.6236 2.7555
N -1.9751 0.9655 2.9562
N -0.6261 1.1471 2.6591
C -0.1218 2.0932 3.3612
C 1.2387 2.6390 3.2902
C 1.4701 3.8799 3.8779
C 2.7325 4.4412 3.7821
C 3.7220 3.7391 3.1162
C 3.4067 2.4944 2.5900
N 2.1982 1.9492 2.6702
H -3.8716 -1.5074 3.5320
H -4.1897 0.1886 3.6863
H -0.7897 2.5723 4.0745
H 0.6677 4.3950 4.3891
H 2.9393 5.4076 4.2215
H 4.7233 4.1334 3.0164
H 4.1668 1.9057 2.0883
N 1.6558 -0.9093 2.0283
C 2.9372 -1.1997 1.3608
C 2.7032 -2.2028 0.2486
N 1.5530 -1.7653 -0.5580
H 1.7805 -0.0602 2.5906
H 1.3783 -1.6576 2.6563
H 3.6789 -1.5745 2.0692
H 3.2981 -0.2594 0.9478
H 2.4771 -3.1814 0.6760
H 3.6059 -2.3192 -0.3526
H 1.0534 -2.5656 -0.9333
H 1.8730 -1.2197 -1.3557
C -4.1827 -5.7060 0.1982
C -2.8653 -5.0039 0.3873
C -1.8065 -5.6389 1.0268
C -0.6041 -4.9745 1.2077
C 0.5504 -5.6256 1.9204
C -0.4707 -3.6825 0.7168
C -1.5088 -3.0033 0.0678
C -2.7119 -3.7027 -0.0736
N -1.3106 -1.6747 -0.3751
C -2.0613 -1.2537 -1.5848
C -1.1939 -0.1811 -2.2411
C -3.4205 -0.6628 -1.1905
C -2.2256 -2.3562 -2.6478
H -4.1658 -6.7030 0.6351
H -4.4227 -5.8062 -0.8616
H -4.9942 -5.1458 0.6655
H -1.9253 -6.6523 1.3915
H 0.2613 -6.5854 2.3448
H 0.9123 -4.9965 2.7372
H 1.3859 -5.8034 1.2397
H 0.4610 -3.1730 0.9138
H -3.5678 -3.2380 -0.5361
H -0.9153 0.6242 -1.5520
H -1.7158 0.3180 -3.0592
H -0.2766 -0.6246 -2.6339
H -3.2839 0.2468 -0.5995
H -3.9945 -1.3539 -0.5782
H -4.0144 -0.4170 -2.0735
H -1.3754 -3.0402 -2.6352
H -2.2692 -1.8899 -3.6334
H -3.1314 -2.9465 -2.5313
C -3.3672 2.8025 -2.3181
C -1.9732 3.1491 -1.8141
As -1.5316 2.5682 0.0158
C -3.2121 3.0254 0.9194
C -3.6897 4.4689 0.8223
C -0.1949 3.9388 0.4807
C -0.4552 5.4119 0.1802
H -3.4700 3.1234 -3.3558
H -4.1440 3.3104 -1.7455
H -3.5736 1.7359 -2.2840
H -1.8563 4.2323 -1.8120
H -1.1942 2.7516 -2.4601
H -3.9361 2.3566 0.4448
H -3.1266 2.6970 1.9522
H -3.0763 5.1340 1.4263
H -4.7126 4.5466 1.1943
H -3.6842 4.8440 -0.2024
H 0.6895 3.6091 -0.0653
H 0.0265 3.8144 1.5377
H -0.7925 5.5822 -0.8405
H 0.4740 5.9718 0.3010
H -1.1885 5.8489 0.8531
C 5.6535 -0.3543 -1.8463
C 4.4326 -0.7222 -2.6410
C 4.2094 -2.0351 -3.0438
C 3.0956 -2.3645 -3.8003
Cl 2.8239 -4.0213 -4.2349
C 2.2007 -1.3919 -4.2148
C 2.4132 -0.0780 -3.8238
C 3.5017 0.2451 -3.0246
O 3.6888 1.5656 -2.6530
C 3.2410 1.8394 -1.3396
C 1.7301 1.6256 -1.1966
O 0.9495 2.1128 -1.9842
O 1.3902 0.9068 -0.1573
H 6.3751 -1.1692 -1.8538
H 5.4127 -0.1341 -0.8029
H 6.1261 0.5358 -2.2606
H 4.9152 -2.8102 -2.7728
H 1.3563 -1.6591 -4.8352
H 1.7417 0.7132 -4.1255
H 3.4645 2.8894 -1.1467
H 3.7667 1.2224 -0.6055
*
```

Results of the Mulliken charge analysis, in e, for atoms 1 through 5: 0.233, -0.387, 0.435, -0.482, -1.135



Verdict on stability: 1 comes out on top.



## 1
2 unconnected molecules or ions with the total composition C6H9Br. Source: the Open Molecules 2025 dataset; level of theory: ωB97M-V with the def2-TZVPD basis set.

Computed properties:
HOMO, eV: -9.606
SMILES: C[C@H]1C[C@H]1Br.C#C
Frontier orbital gap, eV: 10.443
LUMO level, eV: 0.838

ORCA input file:
```
! wB97M-V def2-TZVPD RIJCOSX def2/J DEFGRID3
* xyz 0 1
C -0.9463 0.8392 -1.5756
C 0.3649 0.2976 -1.0659
C 1.2346 1.3236 -0.4337
C 0.5902 0.3409 0.3558
Br -0.5025 0.9733 1.8486
H -0.7906 1.5246 -2.3313
H -1.3968 1.2686 -0.6386
H -1.5603 0.0228 -1.8913
H 0.7868 -0.6184 -1.5692
H 0.8983 2.4499 -0.4892
H 2.3113 1.3838 -0.4350
H 1.1815 -0.4493 0.8550
C -0.4811 -2.6932 1.3019
C -0.4869 -2.1912 2.4353
H -0.5259 -2.7794 0.2907
H -0.6771 -1.6927 3.3423
*
```

Results of the Mulliken charge analysis, in e, for atoms 1 through 5: -1.247, 0.334, -0.607, -0.413, -0.196



## 2
C6H9Br in the gas phase. Source: the Open Molecules 2025 dataset; level of theory: ωB97M-V with the def2-TZVPD basis set.

Computed properties:
HOMO, eV: -9.953
SMILES: C#C[C@H](Br)C(C)C
Frontier orbital gap, eV: 10.620
LUMO level, eV: 0.666

ORCA input file:
```
! wB97M-V def2-TZVPD RIJCOSX def2/J DEFGRID3
* xyz 0 1
C -0.8310 -2.4123 -0.6353
C -1.0400 -1.2259 -0.6558
C -1.0883 0.3455 -0.3616
Br -1.2810 1.0018 -2.2772
C 0.1322 0.8841 0.2179
C 1.3890 0.5807 -0.6183
C 0.2043 0.1956 1.6215
H -0.6722 -3.3257 -1.0954
H -1.9821 0.5574 0.1015
H -0.1917 1.9888 0.3767
H 1.4172 -0.5830 -0.6896
H 1.2654 0.9648 -1.6137
H 2.2256 0.8526 0.0154
H 0.1658 -0.9127 1.4133
H -0.7736 0.4085 1.9568
H 1.0605 0.6796 2.2438
*
```

Results of the Mulliken charge analysis, in e, for atoms 1 through 5: -0.055, -0.660, -0.538, -0.180, 0.295



Verdict on stability: 2 comes out on top.



## 1
A gas-phase ion, C7H8N3 (charge +1). Source: the Open Molecules 2025 dataset; level of theory: ωB97M-V with the def2-TZVPD basis set.

Computed properties:
HOMO (alpha / beta), eV: -13.782 / -13.744
Frontier orbital gap (alpha / beta), eV: 6.858 / 8.868
LUMO level (alpha / beta), eV: -6.924 / -4.876

ORCA input file:
```
! wB97M-V def2-TZVPD RIJCOSX def2/J DEFGRID3
* xyz 1 1
C 1.9852 -0.9941 -0.1757
C 0.8613 1.2610 -0.1906
C 0.8611 -1.5189 0.3177
C -1.6308 1.3220 0.3719
C -2.7715 -0.4877 -0.5106
C -0.2562 0.6169 0.2962
C 2.1510 0.5572 -0.1711
N -2.6964 0.8200 0.0043
N -2.1546 -1.5378 -0.2462
N -0.2361 -0.7264 0.6821
H 2.8840 -1.4668 -0.5714
H 0.8167 2.2404 -0.5559
H 0.6247 -2.5381 0.1202
H -1.5380 2.4918 0.5665
H -3.5837 -0.7523 -1.1446
H 2.7410 0.7096 0.7649
H 2.6581 1.1037 -0.9923
H -0.7156 -1.1006 1.4346
*
```

Results of the Mulliken charge analysis, in e, for atoms 1 through 5: -0.385, -0.535, -0.333, -0.107, 0.089



## 2
A molecular structure, C7H8N3. Source: the Open Molecules 2025 dataset; level of theory: ωB97M-V with the def2-TZVPD basis set.

Computed properties:
HOMO, eV: -12.470
Frontier orbital gap, eV: 8.643
LUMO level, eV: -3.827

ORCA input file:
```
! wB97M-V def2-TZVPD RIJCOSX def2/J DEFGRID3
* xyz 1 1
C 1.6611 0.4082 0.1981
C 1.9587 0.6406 -1.0759
C -0.6178 1.7638 0.7071
C 0.0895 2.4850 -1.2424
C 0.1112 0.5321 0.1904
C -0.6607 -0.7520 0.3697
C 0.5916 1.2381 -1.2167
N -0.6191 2.7213 -0.0910
N -0.3766 -1.7319 -0.4948
N -1.4632 -1.0261 1.3990
H 2.1564 0.2551 1.1169
H 2.8414 0.9315 -1.4977
H -1.2177 1.7860 1.6020
H 0.4378 3.3142 -1.7770
H 0.2230 -1.5065 -1.2090
H -0.8706 -2.6176 -0.7041
H -1.6944 -0.2320 2.0136
H -2.0492 -1.8021 1.6156
*
```

Results of the Mulliken charge analysis, in e, for atoms 1 through 5: -0.484, -0.625, -0.614, -0.455, 0.745



Verdict on stability: 2 comes out on top.